[1]
# C5H15CrN5O18S2

C5H15CrN5O18S2 as an isolated structure in a non-equilibrium geometry (ωB97M-V/def2-TZVPD, the Open Molecules 2025 dataset).

Last column: Löwdin spin population.
Positions of all 46 atoms, in Å:
1 Cr 24.9816 -8.4760 -5.6318  3.7162
2 S 26.8366 -10.3641 -5.1977  0.0093
3 O 25.4336 -10.4806 -5.5475  0.0254
4 O 27.0270 -10.8023 -3.8377  -0.0041
5 O 27.7282 -10.8762 -6.2276  0.0027
6 O 26.8796 -8.9264 -4.9818  0.0012
7 S 25.4134 -7.3608 -2.8882  0.0069
8 O 25.3747 -8.8053 -2.6400  0.0081
9 O 24.7319 -6.6135 -1.9022  -0.0005
10 O 26.8488 -7.2270 -2.7987  0.0028
11 O 24.8498 -7.1820 -4.1684  0.0347
12 C 26.5928 -10.3587 -8.9282  0.0003
13 N 26.2198 -8.9116 -8.9673  0.0076
14 O 26.2835 -8.2727 -10.0304  0.0118
15 O 25.7673 -8.4021 -7.9388  0.0244
16 H 25.9954 -10.7334 -8.0972  0.0001
17 H 27.6684 -10.5327 -8.8979  0.0002
18 H 26.1280 -10.6772 -9.8613  0.0001
19 C 22.8578 -12.0970 -7.4581  0.0007
20 N 22.9998 -10.7770 -8.1081  0.0062
21 O 22.9790 -10.7444 -9.3830  0.0123
22 O 23.3329 -9.7548 -7.4472  0.0044
23 H 23.4093 -12.7761 -8.1083  0.0002
24 H 21.7990 -12.3561 -7.4605  0.0002
25 H 23.2869 -11.9233 -6.4713  0.0000
26 C 22.2531 -9.9016 -2.5831  0.0010
27 N 22.4987 -10.3123 -3.9613  0.0119
28 O 21.9406 -11.3036 -4.4217  0.0186
29 O 23.1338 -9.5274 -4.6335  0.0097
30 H 21.2285 -10.2178 -2.3874  0.0002
31 H 22.3652 -8.8393 -2.3662  0.0000
32 H 22.9232 -10.5243 -1.9904  0.0005
33 C 22.0127 -5.4171 -5.9422  0.0019
34 N 22.1701 -6.8408 -6.2728  0.0234
35 O 23.3332 -7.2039 -6.4635  -0.0035
36 O 21.2591 -7.5784 -6.4378  0.0407
37 H 22.4950 -5.3366 -4.9680  0.0008
38 H 20.9861 -5.0510 -5.9432  0.0003
39 H 22.5947 -4.9257 -6.7220  0.0005
40 C 27.6770 -4.9434 -5.0780  0.0002
41 N 26.5541 -5.0144 -6.0407  0.0024
42 O 26.0421 -6.1224 -6.2685  0.0188
43 O 26.3556 -4.0555 -6.7794  0.0017
44 H 28.4388 -5.5927 -5.5096  0.0000
45 H 27.2486 -5.4102 -4.1910  0.0001
46 H 28.0511 -3.9343 -4.9051  0.0000

Values from the calculation:
Energy relative to the best compared isomer or geometry (same formula, charge and spin)   30.8 kJ/mol
Spin multiplicity   5
Charge   -2
LUMO level (alpha / beta)   4.33 / 4.34 eV

---

[2]
# C24H25BMnN8O2S3

C24H25BMnN8O2S3 as an isolated structure (ωB97M-V/def2-TZVPD, the Open Molecules 2025 dataset).

Last column: Löwdin spin population.
Positions of all 64 atoms, in Å:
1 Mn -0.2052 0.1427 -0.0367  2.9030
2 C 1.8040 3.8190 1.6219  0.0045
3 C 1.7765 2.7380 0.7269  0.0125
4 N 0.7825 1.9189 1.0232  0.0422
5 N 0.1518 2.4344 2.0897  0.0032
6 C 0.7431 3.5769 2.4728  0.0046
7 B -1.0358 1.6588 2.7008  0.0009
8 N -2.1806 1.5736 1.6742  0.0000
9 C -3.4499 1.9916 1.7792  0.0056
10 C -4.1032 1.7110 0.5940  0.0027
11 C -3.1224 1.1091 -0.2023  0.0103
12 N -1.9804 1.0389 0.4553  -0.0123
13 N -0.5526 0.2290 3.0376  0.0006
14 C -0.4147 -0.3890 4.2199  0.0021
15 C 0.0948 -1.6529 3.9943  0.0004
16 C 0.2417 -1.7202 2.6002  0.0020
17 N -0.1498 -0.5873 2.0438  0.0003
18 H 2.4841 4.6527 1.6376  0.0003
19 H 2.4193 2.5055 -0.1071  0.0002
20 H 0.3674 4.1273 3.3192  0.0005
21 H -1.4294 2.2214 3.6986  0.0000
22 H -3.7906 2.4546 2.6897  0.0003
23 H -5.1304 1.9056 0.3428  -0.0001
24 H -3.1812 0.7294 -1.2092  0.0042
25 H -0.6863 0.1178 5.1308  0.0002
26 H 0.3161 -2.4143 4.7214  0.0000
27 H 0.5867 -2.5268 1.9725  0.0000
28 C 0.3182 4.7477 -3.3950  0.0034
29 C -0.1936 3.5471 -2.6091  0.1216
30 S -1.0343 3.8214 -1.2009  0.3446
31 C 0.0516 2.2625 -3.1612  0.1918
32 C 0.6652 2.1721 -4.5470  0.0159
33 S -0.2313 0.7605 -2.4644  0.2390
34 H 0.2171 5.6404 -2.7822  0.0006
35 H -0.2558 4.9004 -4.3150  0.0024
36 H 1.3660 4.6339 -3.6868  0.0022
37 H 0.4418 3.0340 -5.1737  0.0011
38 H 0.3108 1.2706 -5.0467  0.0026
39 H 1.7538 2.0858 -4.4707  0.0073
40 O 3.6616 -0.7927 -0.2333  -0.0030
41 C 2.5735 -1.3713 -0.3014  0.0009
42 O 1.4352 -0.8368 -0.4342  0.0333
43 C 2.5692 -2.8963 -0.2313  0.0010
44 C 1.4272 -3.6258 -0.5313  0.0005
45 C 1.4439 -5.0150 -0.4513  0.0001
46 C 2.6001 -5.6778 -0.0649  -0.0004
47 C 3.7449 -4.9489 0.2435  0.0001
48 C 3.7269 -3.5632 0.1558  -0.0001
49 H 0.5132 -3.1009 -0.7811  0.0005
50 H 0.5403 -5.5683 -0.6768  0.0001
51 H 2.6086 -6.7600 0.0070  0.0000
52 H 4.6483 -5.4612 0.5565  0.0000
53 H 4.6026 -2.9666 0.3778  0.0000
54 S -1.9822 -2.3104 -0.0004  0.0419
55 C -2.7743 -2.5766 -1.5176  0.0568
56 N -2.1311 -2.0390 -2.6343  0.1845
57 C -2.7577 -1.9527 -3.8747  0.2716
58 C -3.9279 -2.6524 -4.0286  0.0411
59 C -4.4428 -3.3326 -2.9331  0.2856
60 N -3.8889 -3.2444 -1.6634  0.1169
61 H -1.3596 -1.4124 -2.4429  0.0089
62 H -2.2690 -1.3553 -4.6276  0.0228
63 H -4.4369 -2.6600 -4.9850  -0.0068
64 H -5.3573 -3.9064 -3.0128  0.0232

Values from the calculation:
Energy relative to the best compared isomer or geometry (same formula, charge and spin)   305.0 kJ/mol
Spin multiplicity   6
Charge   -2
LUMO level (alpha / beta)   4.57 / 4.36 eV

---

[3]
# C6H11ClO

One molecule with the formula C6H11ClO in a non-equilibrium geometry (ωB97M-V/def2-TZVPD, the Open Molecules 2025 dataset).

Last column: Mulliken charge in e.
Positions of all 19 atoms, in Å:
1 C -1.4182 -1.5545 -0.5522  -1.5699
2 C -1.0004 -0.0795 -0.3497  0.1683
3 O -1.0961 0.1176 1.0496  -0.4109
4 C -0.2187 1.1472 1.4898  -0.4654
5 C 0.6557 1.5096 0.2677  -0.8850
6 C 0.4458 0.2943 -0.6057  1.0825
7 C 1.4821 -0.7974 -0.2274  -1.5810
8 Cl 0.7328 0.7651 -2.3254  -0.2116
9 H -0.8363 -2.2455 0.0367  0.3482
10 H -1.3439 -1.8589 -1.5779  0.3862
11 H -2.4428 -1.6510 -0.2605  0.4142
12 H -1.5940 0.6340 -0.9639  0.3576
13 H 0.4021 0.7621 2.3193  0.2806
14 H -0.8057 1.9841 1.8283  0.3406
15 H 1.6891 1.7717 0.5462  0.3356
16 H 0.2044 2.3412 -0.2518  0.3450
17 H 2.5570 -0.3992 -0.1906  0.3500
18 H 1.4246 -1.5186 -0.9925  0.3877
19 H 1.1626 -1.2222 0.7599  0.3274

Values from the calculation:
SMILES   C[C@H]1OCC[C@]1(C)Cl
Energy relative to the best compared isomer or geometry (same formula, charge and spin)   25.0 kJ/mol
Spin multiplicity   1
Charge   0
LUMO level   0.93 eV

---

[4]
# C11H49BrNO18

A 16-piece molecular cluster, C11H49BrNO18 overall in a non-equilibrium geometry (ωB97M-V/def2-TZVPD, the Open Molecules 2025 dataset).

Last column: Löwdin spin population.
Positions of all 80 atoms, in Å:
1 C -3.5389 -0.2950 1.4701  0.0077
2 C -2.2123 -0.5019 0.7210  0.0300
3 C -2.2684 0.4696 -0.4716  0.0181
4 C -1.1211 -0.1710 1.7263  -0.0003
5 C 0.3379 -0.5313 1.3033  0.0005
6 Br 1.1285 -1.4845 2.8691  0.0002
7 C 1.2332 0.6944 1.1241  0.0001
8 C 1.1449 1.3520 -0.2092  0.0001
9 O 0.2913 2.0999 -0.5641  0.0000
10 O 2.1421 0.9946 -1.0225  0.0001
11 C 0.3003 -1.4649 0.0992  0.0093
12 C -0.8342 -2.4916 0.0751  0.0280
13 C -0.7520 -3.1571 -1.2973  0.0032
14 C -0.6908 -3.6220 1.0947  0.0109
15 N -2.2027 -1.9014 0.2570  0.3997
16 O -3.0332 -2.1194 -0.6862  0.4811
17 H -3.4827 -0.8990 2.3661  0.0008
18 H -4.3716 -0.6643 0.8911  -0.0006
19 H -3.6539 0.7279 1.8039  0.0000
20 H -2.1439 1.4594 -0.0592  0.0010
21 H -1.4963 0.2835 -1.2029  0.0004
22 H -3.2621 0.4246 -0.8883  0.0019
23 H -1.3503 -0.5647 2.7014  0.0002
24 H -1.1558 0.9003 1.8422  -0.0003
25 H 2.2547 0.4005 1.2928  0.0000
26 H 1.0007 1.4438 1.8693  0.0000
27 H 2.1769 1.7025 -1.6919  0.0000
28 H 1.2205 -2.0375 0.0970  0.0014
29 H 0.2919 -0.9330 -0.8462  0.0000
30 H 0.2772 -3.4987 -1.3779  0.0001
31 H -1.3672 -4.0408 -1.3601  -0.0004
32 H -0.8974 -2.4554 -2.1058  0.0015
33 H 0.2202 -4.1722 0.9674  0.0006
34 H -0.8427 -3.2886 2.1123  0.0011
35 H -1.4963 -4.3147 0.8852  0.0000
36 O 4.0134 -2.4807 0.5162  0.0001
37 H 3.9001 -1.6512 0.0368  0.0000
38 H 3.5295 -2.3646 1.3429  0.0000
39 O 1.9609 3.6612 -2.4907  0.0000
40 H 1.0877 3.6324 -2.0799  0.0000
41 H 1.9296 4.4358 -3.0627  0.0000
42 O 4.9710 -0.4517 -2.0898  0.0000
43 H 4.2175 0.0664 -1.7874  0.0000
44 H 5.6803 0.1962 -2.1822  0.0000
45 O 4.0938 1.6772 2.1503  0.0000
46 H 4.4604 2.5455 1.9486  0.0000
47 H 4.0443 1.6591 3.1130  0.0000
48 O -0.0766 -2.0468 -4.4442  0.0001
49 H 0.2187 -1.3074 -4.9857  0.0000
50 H 0.6292 -2.7014 -4.5230  0.0000
51 O -4.8982 -0.8224 4.4450  0.0001
52 H -5.5985 -0.1951 4.6560  0.0000
53 H -5.2831 -1.6834 4.6425  0.0000
54 O 0.6349 5.7677 -0.7180  0.0000
55 H 1.5895 5.8556 -0.6104  0.0000
56 H 0.4300 4.9100 -0.3266  0.0000
57 O -4.0857 -4.8319 -2.3892  -0.0003
58 H -3.7432 -3.9894 -2.0680  -0.0005
59 H -4.9957 -4.8523 -2.0707  0.0000
60 O -0.9997 2.0285 4.0997  0.0000
61 H -0.7047 2.7694 3.5589  0.0000
62 H -0.3079 1.3638 3.9971  0.0000
63 O 1.6749 -4.6566 -4.8561  0.0000
64 H 1.1727 -5.4707 -4.7391  0.0000
65 H 2.5909 -4.9441 -4.9345  0.0000
66 O 0.3738 -6.1467 2.2645  0.0003
67 H 1.2789 -5.8670 2.4432  0.0000
68 H -0.0387 -6.1803 3.1347  0.0000
69 O -0.6592 8.5685 0.3718  0.0000
70 H -0.3961 7.6597 0.1800  0.0000
71 H -0.7752 8.5892 1.3278  0.0000
72 O -5.8817 -3.3815 -0.6875  0.0029
73 H -4.9672 -3.0961 -0.5764  0.0006
74 H -6.2377 -3.4109 0.2067  0.0001
75 O 7.4670 1.5634 -1.5029  0.0000
76 H 7.8039 2.2351 -2.1065  0.0000
77 H 8.1477 0.8805 -1.4982  0.0000
78 O 0.4544 11.5534 -0.6908  0.0000
79 H -0.2725 12.1760 -0.5847  0.0000
80 H 0.0704 10.6978 -0.4588  0.0000

Values from the calculation:
Spin multiplicity   2
Charge   0
LUMO level (alpha / beta)   -0.33 / -0.33 eV

---

no.,E (hartree)
1,-3668.00579
2,-3888.65976
3,-770.63987
4,-4431.55826